Entry 1:
ORCA calculation (ωB97M-V with the def2-TZVPD basis set) on the ion C4H8N2 with charge +2.

## Properties
ΔE to the lowest compared entry with this formula, charge and spin ... 82.7 kJ/mol
HOMO level (alpha / beta) ... -0.7988 / -0.7987 hartree
HOMO-LUMO gap (alpha / beta) ... 0.348 / 0.348 Ha
F_max ... 7.230 eV Å⁻¹
SMILES string ... C[N+]1=CC[NH+]=C1

ORCA input file:
```
! RIJCOSX wB97M-V def2-TZVPD def2/J DEFGRID3
* xyz 2 1
C 0.9360 -1.3290 1.2579
N 0.4336 -0.1920 0.4480
C 0.5377 -0.1372 -1.1141
C -0.4602 0.8275 -1.4475
N -1.1751 1.1507 -0.1916
C -0.6001 0.5473 0.7791
H 0.9010 -2.0823 0.5089
H 0.3315 -1.5961 2.1297
H 1.9334 -1.0566 1.6144
H 1.2861 -0.6227 -1.6963
H 0.1695 1.7236 -1.7047
H -1.1282 0.5714 -2.2953
H -2.1396 1.5207 -0.0772
H -1.0256 0.6748 1.7887
*
```

Entry 2:
ORCA calculation (ωB97M-V with the def2-TZVPD basis set) on a cluster of 2 separate species, C4H8N2 in total.

## Properties
ΔE to the lowest compared entry with this formula, charge and spin ... 352.8 kJ/mol
HOMO level ... -0.7808 hartree
HOMO-LUMO gap ... 0.321 Ha
F_max ... 5.401 eV Å⁻¹

ORCA input file:
```
! RIJCOSX wB97M-V def2-TZVPD def2/J DEFGRID3
* xyz 2 1
C -0.5993 2.8568 0.4156
C -0.3094 -0.5610 -0.5625
C -1.4481 -0.5990 -1.2976
C 1.5331 -0.2190 0.9917
N -0.3812 1.7141 0.3863
N 0.7037 -0.8924 0.0704
H -0.8512 3.8338 0.2841
H -1.5329 -1.4024 -2.0406
H -1.3959 0.3302 -1.8256
H -2.4291 -0.7241 -0.6847
H 2.4877 -0.0063 0.5110
H 1.5650 -0.7544 1.9464
H 0.9091 0.7794 1.3091
H 1.1314 -1.7140 -0.3264
*
```

Entry 3:
ORCA calculation (ωB97M-V with the def2-TZVPD basis set) on the ion C4H8N2 with charge +2.

## Properties
ΔE to the lowest compared entry with this formula, charge and spin ... 204.9 kJ/mol
HOMO level ... -0.7300 hartree
HOMO-LUMO gap ... 0.256 Ha
F_max ... 3.878 eV Å⁻¹

ORCA input file:
```
! RIJCOSX wB97M-V def2-TZVPD def2/J DEFGRID3
* xyz 2 1
C 0.3381 -0.5678 -0.0540
C 2.1000 1.1728 0.2111
C -1.0970 -0.3334 0.2077
C -1.9458 0.7126 -0.3086
N 1.2119 0.3616 0.0015
N 0.7725 -1.8193 -0.1442
H 2.7307 1.1939 1.1156
H 2.3321 1.9224 -0.6414
H -1.6450 -1.0508 0.8852
H -2.8033 0.3424 -0.9096
H -1.3266 1.4270 -0.8090
H -2.4667 1.0810 0.6525
H 0.0684 -2.5214 0.0345
H 1.7308 -1.9209 -0.2414
*
```

Entry 4:
ORCA calculation (ωB97M-V with the def2-TZVPD basis set) on the molecule C4H8N2O.

## Properties
ΔE to the lowest compared entry with this formula, charge and spin ... 138.4 kJ/mol
HOMO level ... -0.3810 hartree
HOMO-LUMO gap ... 0.409 Ha
F_max ... 0.942 eV Å⁻¹
SMILES string ... C[C@H](O)[C@@H](N)C#N

ORCA input file:
```
! RIJCOSX wB97M-V def2-TZVPD def2/J DEFGRID3
* xyz 0 1
C 0.9486 -0.3615 -1.1495
C 0.7352 -0.2777 0.3603
O 0.8341 -1.5435 0.9757
C -0.6580 0.2757 0.7379
N -0.6989 1.7218 0.5608
C -1.7059 -0.3908 -0.0164
N -2.5576 -0.8163 -0.6508
H 0.2427 -1.0635 -1.5896
H 1.9611 -0.6999 -1.3646
H 0.8128 0.6136 -1.6097
H 1.4737 0.4155 0.7967
H 1.6261 -1.9877 0.6548
H -0.8086 0.0530 1.8022
H -0.6339 1.9639 -0.4225
H -1.5714 2.0975 0.9148
*
```